Entry 1:
A single C5H14N2 molecule, computed with the ωB97M-V functional and the def2-TZVPD basis.

Geometry (Å):
C 1.701 -0.059 0.621
N 0.343 0.157 1.089
C -0.639 -0.797 0.615
C -0.858 -0.712 -0.880
C -1.462 0.638 -1.309
N -2.628 0.621 -2.187
C 2.698 0.507 1.622
H 1.814 0.398 -0.371
H 1.880 -1.124 0.446
H 0.229 0.519 2.017
H -0.374 -1.793 0.961
H -1.600 -0.544 1.072
H -0.008 -0.900 -1.528
H -1.542 -1.517 -1.125
H -1.644 1.229 -0.405
H -0.693 1.239 -1.799
H -3.412 0.298 -1.652
H -2.562 -0.131 -2.870
H 2.572 0.063 2.596
H 3.736 0.345 1.351
H 2.447 1.561 1.736

## Properties
Frontier orbital gap, Ha: 0.3488
SMILES string: CCNCCCN
Net charge: 0
LUMO energy, eV: 1.12
Electronic energy, eV: -8391.6666

Entry 2:
A single C5H14N2 molecule in a non-equilibrium geometry, computed with the ωB97M-V functional and the def2-TZVPD basis.

Geometry (Å):
C -0.149 -0.501 -0.015
C 0.307 1.077 -0.636
C 0.842 -1.504 -0.578
C -0.109 -0.442 1.508
C 1.620 1.604 -0.093
N -1.458 -0.662 -0.512
N -2.455 0.233 -0.095
H -1.366 -1.390 -1.459
H -2.561 0.199 0.917
H -3.326 -0.009 -0.555
H -0.513 1.750 -0.390
H 0.346 0.966 -1.721
H 0.594 -2.498 -0.208
H 0.786 -1.527 -1.664
H 0.920 -0.447 1.857
H -0.625 -1.309 1.920
H -0.584 0.465 1.878
H 1.855 -1.248 -0.278
H 1.572 1.751 0.985
H 1.858 2.566 -0.552
H 2.446 0.927 -0.310

## Properties
Frontier orbital gap, Ha: 0.2951
SMILES string: CCC(C)(C)NN
Net charge: 0
LUMO energy, eV: 1.08
Electronic energy, eV: -8389.7372

Entry 3:
A single C5H14N2 molecule in a non-equilibrium geometry, computed with the ωB97M-V functional and the def2-TZVPD basis.

Geometry (Å):
N 1.217 1.386 -0.689
C 0.011 0.558 -0.453
C 0.399 -0.945 -0.454
C 0.939 -1.404 0.906
C -0.724 -1.840 -0.920
C -0.704 0.987 0.811
N -1.234 2.344 0.757
H 1.686 1.062 -1.529
H 0.859 2.302 -0.942
H -0.662 0.618 -1.310
H 1.235 -0.976 -1.160
H 1.553 -0.649 1.397
H 1.646 -2.225 0.757
H 0.176 -1.843 1.545
H -1.172 -1.467 -1.843
H -1.548 -1.881 -0.200
H -0.375 -2.867 -1.037
H -0.020 0.806 1.638
H -1.518 0.266 0.962
H -0.655 2.908 0.143
H -1.109 2.862 1.621

## Properties
Frontier orbital gap, Ha: 0.3859
SMILES string: CC(C)[C@H](N)CN
Net charge: 0
LUMO energy, eV: 1.13
Electronic energy, eV: -8392.0492

Entry 4:
A molecular structure, C5H14N2 in a non-equilibrium geometry, computed with the ωB97M-V functional and the def2-TZVPD basis.

Geometry (Å):
C 0.561 -0.067 0.217
C 1.130 1.262 -0.255
C 0.768 -0.239 1.714
C 1.189 -1.217 -0.554
H -0.924 -1.170 -0.114
H 2.216 1.309 -0.076
H 0.666 2.100 0.279
H 1.012 1.379 -1.340
H 0.293 -1.162 2.082
H 1.065 -1.076 -1.634
H 0.392 0.631 2.268
H 1.837 -0.290 1.972
H 2.256 -1.338 -0.312
H 0.717 -2.174 -0.271
N -1.584 0.660 -1.410
C -1.287 0.208 -0.110
N -1.945 0.537 0.935
H -1.357 0.115 -2.236
H -2.407 1.249 -1.504
H -2.889 0.890 0.777
H -1.706 -1.607 -0.429

## Properties
Frontier orbital gap, Ha: 0.3579
Net charge: 0
LUMO energy, eV: 0.84
Electronic energy, eV: -8388.4910

Entry 5:
A single C5H14N2 molecule in a non-equilibrium geometry, computed with the ωB97M-V functional and the def2-TZVPD basis.

Geometry (Å):
C 1.873 -1.047 -1.447
C 0.787 0.021 -1.245
C -0.091 -0.310 0.033
C -0.735 0.960 0.586
C -1.821 0.719 1.633
N -3.114 0.269 1.113
N 2.948 -0.831 -0.503
H 1.481 -2.055 -1.295
H 2.148 -0.953 -2.502
H 0.049 0.076 -2.041
H 1.353 0.915 -0.979
H 0.656 -0.823 0.642
H -0.887 -1.018 -0.185
H -0.015 1.573 1.132
H -1.105 1.522 -0.273
H -1.449 0.041 2.401
H -2.083 1.583 2.255
H -3.022 -0.487 0.445
H -3.840 0.956 1.024
H 3.012 0.082 -0.071
H 3.855 -1.192 -0.723

## Properties
Frontier orbital gap, Ha: 0.3624
SMILES string: NCCCCCN
Net charge: 0
LUMO energy, eV: 1.19
Electronic energy, eV: -8391.5048

Entry 6:
A gas-phase ion, C5H14N2 (charge +1) in a non-equilibrium geometry, computed with the ωB97M-V functional and the def2-TZVPD basis.

Geometry (Å):
C 1.600 1.421 -1.231
C 0.498 1.504 -0.139
C 0.156 0.084 0.416
C -1.389 -0.075 0.453
C -1.842 -1.484 0.936
N -1.753 -2.480 -0.056
N 2.958 1.338 -0.726
H 1.410 0.573 -1.897
H 1.450 2.289 -1.880
H -0.361 1.942 -0.617
H 0.897 2.073 0.696
H 0.471 -0.007 1.453
H 0.564 -0.709 -0.219
H -1.783 0.641 1.163
H -1.808 0.022 -0.545
H -1.206 -1.850 1.777
H -2.851 -1.499 1.368
H -0.835 -2.633 -0.470
H -2.454 -3.217 -0.006
H 3.254 0.367 -0.690
H 3.023 1.697 0.215

## Properties
⟨S²⟩: 0.75
Frontier orbital gap (spin up / spin down), Ha: 0.3093 / 0.1268
Multiplicity: 2
Net charge: +1
LUMO energy (spin up / spin down), eV: -3.61 / -8.54
Electronic energy, eV: -8383.0293

Entry 7:
A gas-phase ion, C5H14N2 (charge +1) in a non-equilibrium geometry, computed with the ωB97M-V functional and the def2-TZVPD basis.

Geometry (Å):
N -0.228 -2.367 0.626
C -1.159 -1.589 1.584
C -0.918 -0.059 1.701
N 0.392 0.452 1.206
C 0.370 1.293 -0.132
C 0.077 0.728 -1.446
C 1.403 0.964 -2.303
H 0.457 -1.711 0.212
H -0.682 -2.523 -0.266
H -0.899 -1.958 2.728
H -2.135 -1.788 1.451
H -1.076 0.189 2.850
H -1.842 0.394 1.280
H 1.169 -0.123 1.321
H -0.360 2.168 0.144
H 1.437 1.656 0.051
H -0.486 -0.232 -1.312
H -0.663 1.387 -1.989
H 1.721 2.056 -2.165
H 2.264 0.368 -2.212
H 1.156 0.695 -3.329

## Properties
⟨S²⟩: 0.76
Frontier orbital gap (spin up / spin down), Ha: 0.4058 / 0.2212
Multiplicity: 2
Net charge: +1
LUMO energy (spin up / spin down), eV: -3.00 / -8.02
Electronic energy, eV: -8380.9266

Entry 8:
2 unconnected molecules or ions with the total composition C5H14N2O in a non-equilibrium geometry, computed with the ωB97M-V functional and the def2-TZVPD basis.

Geometry (Å):
C -0.426 -1.684 0.755
C 0.585 -0.524 0.589
C 0.103 0.491 -0.456
C 0.609 1.889 -0.058
C -1.423 2.227 1.207
N -0.297 2.698 0.715
N 1.949 -0.939 0.345
H -0.492 -1.981 1.791
H -0.190 -2.512 0.119
H -1.424 -1.334 0.511
H 0.568 0.008 1.534
H 0.538 0.311 -1.433
H -0.971 0.447 -0.599
H 1.518 1.830 0.556
H 0.864 2.442 -0.976
H -1.811 1.220 1.023
H -2.066 2.914 1.753
H 2.024 -1.519 -0.485
H 2.365 -1.425 1.126
H -0.112 -1.548 -2.101
H -1.057 -1.162 -3.278
O -0.854 -1.848 -2.637

## Properties
⟨S²⟩: 0.75
Frontier orbital gap (spin up / spin down), Ha: 0.0927 / 0.2708
Multiplicity: 2
Net charge: -1
LUMO energy (spin up / spin down), eV: 3.63 / 3.62
Electronic energy, eV: -10437.3252

Entry 9:
2 unconnected molecules or ions with the total composition C5H14N2O in a non-equilibrium geometry, computed with the ωB97M-V functional and the def2-TZVPD basis.

Geometry (Å):
C -1.721 0.724 0.956
C -1.045 0.776 -0.421
C 0.152 -0.205 -0.578
C -0.365 -1.464 -1.243
C -0.883 -2.448 -0.508
N -0.361 -1.454 -2.624
N -0.495 2.143 -0.664
H -1.277 1.347 1.728
H -2.809 0.760 0.841
H -1.670 -0.282 1.338
H -1.780 0.564 -1.188
H 0.821 0.373 -1.218
H 0.547 -0.551 0.367
H -1.233 -3.348 -1.002
H -0.840 -2.438 0.564
H -0.874 -2.184 -3.072
H -0.161 -0.576 -3.074
H 0.220 2.314 0.032
H -1.244 2.806 -0.474
H 5.712 1.161 3.786
H 4.204 0.994 3.393
O 5.102 0.989 3.061

## Properties
Frontier orbital gap, Ha: 0.3192
SMILES string: C=C(N)C[C@@H](C)N.O
Net charge: 0
LUMO energy, eV: 0.73
Electronic energy, eV: -10438.8937

Entry 10:
A single C5H14N2O molecule in a non-equilibrium geometry, computed with the ωB97M-V functional and the def2-TZVPD basis.

Geometry (Å):
C -1.434 0.574 0.116
O -2.809 0.456 -0.239
C -0.445 0.310 -1.016
C 0.971 0.608 -0.538
C 1.676 -0.572 0.106
C 1.333 -1.884 2.155
N 1.503 -0.577 1.569
N -0.719 1.175 -2.165
H -1.304 1.617 0.413
H -1.201 -0.051 0.977
H -2.902 -0.067 -1.046
H -0.499 -0.697 -1.434
H 1.515 0.910 -1.430
H 1.031 1.483 0.122
H 1.388 -1.549 -0.301
H 2.737 -0.558 -0.129
H 1.319 -1.826 3.246
H 2.101 -2.639 1.922
H 0.360 -2.309 1.888
H 2.246 -0.056 2.008
H -1.695 1.135 -2.432
H -0.438 2.125 -1.958

## Properties
Frontier orbital gap, Ha: 0.3608
SMILES string: CNCC[C@H](N)CO
Net charge: 0
LUMO energy, eV: 1.01
Electronic energy, eV: -10438.9707